# C30H44BrO2SeSi4TeW

A structure of composition C30H44BrO2SeSi4TeW (ωB97M-V with the def2-TZVPD basis set, the Open Molecules 2025 dataset).

Summary:
E_tot, eV: -211932.6067
HOMO-LUMO gap (spin up / spin down), Ha: 0.20760 / 0.20770
ΔE to the lowest compared entry with this formula, charge and spin, kJ/mol: 0.00

ORCA input file:
```
! wB97M-V def2-TZVPD RIJCOSX def2/J DEFGRID3
* xyz 1 1
W 0.25352 -0.06226 -0.65071
Se 2.29350 1.13320 -0.31948
C 3.85175 0.01637 -0.31440
C 5.08285 0.64011 -0.47174
C 6.24096 -0.12510 -0.48509
C 6.16909 -1.50064 -0.33669
C 4.93642 -2.11860 -0.17283
C 3.77732 -1.36118 -0.16059
H 5.14423 1.71412 -0.58707
H 7.20051 0.35652 -0.61025
H 7.07357 -2.09271 -0.34846
H 4.87885 -3.19279 -0.05626
H 2.80732 -1.83686 -0.04305
C -1.79311 3.08220 0.46593
Te -0.87626 2.48154 -1.37025
C 0.41061 4.13785 -1.01892
C -0.43855 5.07829 -0.19753
C -0.16245 6.43861 -0.14674
C -0.94012 7.27969 0.63174
C -2.00273 6.76584 1.35998
C -2.28866 5.41206 1.30810
C -1.50990 4.56319 0.53234
H -1.31945 2.52068 1.27407
H -2.85691 2.84986 0.44466
H 0.71186 4.55651 -1.97635
H 1.29262 3.78390 -0.48336
H 0.66055 6.84222 -0.72191
H -0.72472 8.33784 0.66312
H -2.61685 7.42269 1.95963
H -3.12414 5.01299 1.86744
C -0.99892 -5.37199 0.44061
Si -1.90672 -3.73056 0.48494
C -3.00526 -3.61441 2.01684
C -2.93293 -3.57920 -1.09282
Si -0.19877 -2.06884 0.76589
Si 0.86440 -1.26187 -2.84517
C 2.61898 -1.04890 -3.48759
C -0.31442 -0.49517 -4.11008
C 0.53694 -3.11901 -2.74596
Si 0.87608 -2.25553 2.88548
C -0.32805 -1.74568 4.22600
C 2.41328 -1.18123 2.91798
C 1.38570 -4.04915 3.08702
H -1.74280 -6.15160 0.26093
H -0.48292 -5.61175 1.36791
H -0.27875 -5.42014 -0.37652
H -4.00332 -3.26074 1.75404
H -2.61705 -2.95183 2.78698
H -3.11398 -4.60547 2.46026
H -3.99406 -3.54104 -0.83774
H -2.77411 -4.46831 -1.70436
H -2.70848 -2.70889 -1.70564
H 2.91949 -0.00278 -3.55641
H 2.65052 -1.47902 -4.49140
H 3.36000 -1.56626 -2.88343
H -0.07196 0.55194 -4.30607
H -1.35926 -0.54377 -3.80404
H -0.21269 -1.03633 -5.05431
H 1.19858 -3.59055 -2.01714
H 0.73318 -3.58103 -3.71555
H -0.49050 -3.34815 -2.46998
H -0.60797 -0.69776 4.14052
H 0.17806 -1.88090 5.18571
H -1.23480 -2.34603 4.23794
H 2.25502 -0.18152 2.51047
H 3.22273 -1.63997 2.34860
H 2.75227 -1.07885 3.95043
H 0.54176 -4.69424 3.32661
H 2.09324 -4.10513 3.91599
H 1.88396 -4.45546 2.20785
Br -3.32908 0.41310 3.07160
C -4.30560 0.00928 1.50837
C -5.68792 0.03709 1.64680
C -6.50585 -0.19148 0.55338
C -5.96006 -0.43865 -0.69961
C -4.58922 -0.46738 -0.84400
C -3.74239 -0.26074 0.25209
C -2.31171 -0.35039 -0.05093
O -1.89094 -0.44101 -1.22143
O -1.37113 -0.31534 0.87212
H -6.11404 0.24696 2.61685
H -7.57900 -0.16535 0.68252
H -6.60266 -0.60798 -1.55150
H -4.14507 -0.66707 -1.80932
*
```

These are the Mulliken partial charges, in e, on atoms 1 to 2: W -0.764; Se 0.100